Here is a molecular structure, C4H5N at a distorted geometry from the Open Molecules 2025 dataset. Energies are from wB97M-V/def2-TZVPD.

Last column: Löwdin charge in e.
Element x y z (Å)
N (-1.12, 0.36, -1.50)  0.11
C (-1.23, 0.60, -0.30)  -0.23
C (-0.70, 0.63, 0.93)  -0.12
C (0.66, 0.08, 0.56)  -0.19
C (0.25, -0.51, -0.83)  -0.05
H (-1.21, 0.63, 1.86)  0.07
H (1.02, -0.71, 1.24)  0.11
H (1.47, 0.82, 0.47)  0.10
H (-0.09, -1.54, -0.77)  0.11
H (0.95, -0.36, -1.65)  0.10

highest occupied orbital energy	-7.68	eV
charge	0
energy relative to the best compared isomer or geometry (same formula, charge and spin)	422.7	kJ/mol
spin multiplicity	1

Here is a single C4H5N molecule from the Open Molecules 2025 dataset. Energies are from wB97M-V/def2-TZVPD.

Last column: Löwdin charge in e.
Element x y z (Å)
C (-1.76, -1.19, -0.97)  0.11
C (-0.91, -0.73, -0.25)  -0.10
C (0.18, -0.28, 0.59)  -0.34
C (1.23, 0.59, -0.01)  -0.15
N (0.35, 1.11, 1.03)  0.02
H (-2.51, -1.58, -1.62)  0.02
H (0.46, -0.98, 1.37)  0.13
H (1.05, 0.92, -1.03)  0.11
H (2.28, 0.44, 0.25)  0.10
H (-0.37, 1.71, 0.64)  0.09

highest occupied orbital energy	-9.45	eV
structure (SMILES)	C#C[C@H]1CN1
charge	0
energy relative to the best compared isomer or geometry (same formula, charge and spin)	275.6	kJ/mol
spin multiplicity	1

Here is 2 unconnected molecules or ions with the total composition C4H5N at a distorted geometry from the Open Molecules 2025 dataset. Energies are from wB97M-V/def2-TZVPD.

Last column: Löwdin charge in e.
Element x y z (Å)
C (-1.92, -3.06, -2.54)  0.04
C (0.72, -0.28, 0.39)  -0.20
C (-0.16, 0.89, -0.14)  -0.15
C (-0.71, -0.45, 0.12)  -0.08
N (-1.43, -2.16, -2.01)  0.01
H (1.61, -0.65, -0.08)  0.08
H (1.10, -0.39, 1.38)  0.08
H (-0.19, 1.73, 0.55)  0.09
H (0.02, 1.04, -1.20)  0.09
H (-1.45, -1.07, -0.53)  0.05

⟨S²⟩	2.011
highest occupied orbital energy (spin up / spin down)	-8.07 / -10.17	eV
charge	0
energy relative to the best compared isomer or geometry (same formula, charge and spin)	363.6	kJ/mol
spin multiplicity	3